{"formula": "C12H40O8", "method": "ωB97M-V/def2-TZVPD", "e_above_lowest_ev": 5.4383, "fmax_ev_per_a": 2.6, "total_energy_ev": -29467.8379, "symbols": ["C", "O", "H", "H", "H", "H", "C", "O", "H", "H", "H", "H", "C", "O", "H", "H", "H", "H", "C", "O", "H", "H", "H", "H", "C", "C", "O", "H", "H", "H", "H", "H", "H", "C", "C", "O", "H", "H", "H", "H", "H", "H", "C", "C", "O", "H", "H", "H", "H", "H", "H", "C", "C", "O", "H", "H", "H", "H", "H", "H"], "positions_angstrom": [[-0.022, 0.394, 4.584], [1.062, 1.043, 4.044], [-0.134, -0.583, 4.114], [0.007, 0.282, 5.668], [-0.989, 0.850, 4.374], [0.925, 1.296, 3.128], [-0.178, 0.576, -0.253], [-0.663, 1.707, 0.427], [-0.604, 0.594, -1.256], [0.906, 0.688, -0.272], [-0.431, -0.327, 0.302], [-1.539, 1.478, 0.747], [0.730, 1.486, -5.452], [0.984, 2.056, -6.754], [1.548, 1.173, -4.803], [-0.017, 2.100, -4.949], [0.207, 0.544, -5.613], [0.219, 1.928, -7.321], [-1.098, -4.928, -2.132], [-0.973, -4.426, -0.828], [-0.634, -4.378, -2.950], [-0.595, -5.892, -2.210], [-2.141, -5.140, -2.367], [-0.046, -4.186, -0.753], [7.124, 0.259, 2.733], [6.012, 0.633, 1.804], [4.958, -0.152, 2.250], [7.328, -0.811, 2.745], [6.931, 0.564, 3.761], [8.030, 0.838, 2.555], [6.230, 0.362, 0.771], [5.765, 1.683, 1.962], [4.505, 0.217, 3.012], [-3.357, 4.620, -2.641], [-4.579, 3.724, -2.295], [-5.703, 4.546, -1.984], [-3.198, 5.350, -1.847], [-3.690, 5.256, -3.461], [-2.511, 4.026, -2.987], [-4.337, 3.130, -1.414], [-4.709, 3.142, -3.207], [-6.474, 3.981, -1.898], [-6.572, 1.758, 2.522], [-5.440, 0.826, 2.939], [-4.603, 0.801, 1.786], [-7.216, 1.782, 3.401], [-7.224, 1.275, 1.794], [-6.288, 2.772, 2.241], [-5.734, -0.186, 3.219], [-5.042, 1.171, 3.893], [-4.891, -0.014, 1.369], [5.061, -4.616, -0.422], [3.567, -4.739, -0.283], [2.976, -3.434, -0.171], [5.529, -3.888, 0.241], [5.477, -4.152, -1.317], [5.549, -5.582, -0.298], [3.308, -5.377, 0.561], [3.125, -5.218, -1.156], [3.569, -2.882, 0.345]]}

{"formula": "C12H41NO8", "method": "ωB97M-V/def2-TZVPD", "e_above_lowest_ev": 0.6856, "fmax_ev_per_a": 4.2, "charge": 1, "spin_multiplicity": 2, "total_energy_ev": -30966.5653, "symbols": ["C", "C", "O", "H", "H", "H", "H", "H", "H", "C", "C", "O", "H", "H", "H", "H", "H", "H", "C", "C", "O", "H", "H", "H", "H", "H", "H", "C", "C", "O", "H", "H", "H", "H", "H", "H", "O", "H", "H", "O", "H", "H", "O", "H", "H", "C", "C", "C", "O", "C", "N", "H", "H", "H", "H", "H", "H", "H", "H", "H", "H", "H"], "positions_angstrom": [[-2.062, 2.612, -2.958], [-2.394, 2.059, -4.391], [-3.447, 2.608, -5.122], [-1.862, 3.681, -2.885], [-1.217, 2.040, -2.574], [-2.961, 2.370, -2.392], [-2.532, 0.979, -4.331], [-1.548, 2.324, -5.024], [-4.261, 2.191, -4.831], [4.810, -4.219, -0.174], [3.609, -3.453, 0.103], [3.368, -3.313, 1.499], [5.512, -3.943, 0.613], [5.224, -4.048, -1.167], [4.757, -5.304, -0.081], [2.723, -3.922, -0.325], [3.851, -2.490, -0.345], [2.565, -2.796, 1.593], [6.160, -0.044, -0.903], [5.528, 1.085, -0.027], [6.312, 1.211, 1.114], [5.951, -0.983, -0.392], [7.234, 0.085, -1.038], [5.773, -0.020, -1.922], [4.490, 0.784, 0.111], [5.500, 2.104, -0.412], [7.123, 1.711, 0.999], [0.625, 0.361, -0.693], [1.209, -0.698, 0.310], [0.547, -0.638, 1.567], [1.049, 0.191, -1.682], [0.622, 1.422, -0.442], [-0.449, 0.176, -0.703], [2.170, -0.297, 0.632], [1.299, -1.706, -0.095], [0.911, 0.083, 2.087], [1.660, 1.596, 2.487], [1.214, 2.363, 2.127], [2.573, 1.702, 2.220], [-1.444, -2.839, 3.201], [-0.702, -2.942, 3.797], [-1.301, -1.989, 2.784], [1.247, -1.186, -4.167], [1.140, -0.260, -4.385], [1.840, -1.524, -4.838], [-5.897, 1.844, 3.295], [-5.150, 1.349, 2.024], [-4.821, -0.122, 2.158], [-4.239, -0.596, 0.907], [-2.960, -0.008, 0.589], [-6.101, 1.480, 0.956], [-6.413, 2.777, 3.068], [-5.211, 1.879, 4.141], [-6.665, 1.126, 3.582], [-4.243, 1.917, 1.819], [-5.778, -0.585, 2.401], [-4.230, -0.357, 3.043], [-2.225, -0.356, 1.314], [-2.997, 1.062, 0.382], [-2.605, -0.444, -0.345], [-5.880, 0.683, 0.376], [-6.999, 1.230, 1.345]]}

{"formula": "C12H43BO13", "method": "ωB97M-V/def2-TZVPD", "e_above_lowest_ev": 1.7439, "fmax_ev_per_a": 4.2, "total_energy_ev": -40427.5190, "symbols": ["O", "H", "H", "H", "B", "H", "H", "H", "H", "C", "C", "O", "O", "H", "H", "H", "H", "H", "H", "C", "C", "O", "O", "H", "H", "H", "H", "H", "H", "C", "C", "O", "O", "H", "H", "H", "H", "H", "H", "C", "C", "O", "O", "H", "H", "H", "H", "H", "H", "C", "C", "O", "O", "H", "H", "H", "H", "H", "H", "C", "C", "O", "O", "H", "H", "H", "H", "H", "H"], "positions_angstrom": [[19.645, -19.885, -4.700], [19.067, -20.368, -5.295], [19.296, -19.986, -3.811], [20.534, -20.247, -4.709], [17.642, -21.290, -6.050], [17.652, -20.243, -5.790], [16.812, -21.734, -5.523], [17.548, -21.308, -7.125], [18.554, -21.741, -5.691], [19.149, -18.668, -1.428], [17.781, -19.289, -1.744], [17.609, -19.702, -3.096], [20.160, -19.499, -1.931], [19.159, -18.535, -0.347], [19.155, -17.700, -1.928], [16.996, -18.697, -1.272], [17.726, -20.194, -1.139], [16.681, -19.820, -3.313], [20.095, -20.308, -1.418], [20.784, -23.185, -3.453], [20.578, -24.702, -3.144], [20.057, -25.337, -4.348], [19.508, -22.451, -3.437], [21.294, -23.083, -4.411], [21.481, -22.747, -2.739], [19.861, -24.841, -2.335], [21.490, -25.191, -2.802], [19.243, -24.959, -4.690], [18.826, -23.069, -3.712], [22.557, -21.095, -7.320], [23.398, -22.337, -7.405], [22.765, -23.331, -8.222], [21.293, -21.296, -6.658], [22.350, -20.736, -8.328], [23.126, -20.241, -6.952], [23.505, -22.826, -6.437], [24.384, -22.054, -7.774], [22.572, -24.010, -7.572], [20.941, -22.086, -7.075], [19.152, -24.118, -9.850], [18.673, -23.666, -8.386], [19.641, -22.871, -7.704], [20.057, -25.181, -9.596], [19.615, -23.308, -10.414], [18.397, -24.523, -10.522], [18.376, -24.478, -7.723], [17.773, -23.068, -8.531], [19.250, -22.326, -7.018], [20.420, -25.053, -8.716], [20.879, -16.352, -5.870], [20.124, -16.331, -4.476], [19.535, -15.073, -4.089], [22.064, -15.599, -5.865], [20.198, -16.112, -6.687], [21.190, -17.380, -6.056], [20.776, -16.765, -3.718], [19.305, -17.049, -4.442], [20.126, -14.516, -3.578], [21.902, -14.671, -5.680], [23.198, -20.471, -3.140], [23.876, -19.163, -2.694], [24.740, -18.766, -3.719], [22.250, -20.209, -4.136], [22.678, -20.844, -2.258], [23.908, -21.230, -3.468], [24.515, -19.278, -1.818], [23.206, -18.319, -2.529], [24.832, -17.813, -3.654], [22.770, -20.101, -4.936]]}